Molecular formula: C5H5Cl2INO2
Method: DFT, the ωB97M-V functional and the def2-TZVPD basis

Output
**Charge**: -1
**SMILES string**: C/C(Cl)=C(/Cl)[C@@H](NI)C(=O)[O-]
**E_HOMO**: -4.70 eV
**2S+1**: 1

```
16
C5H5Cl2INO2 | OMol25 | the ωB97M-V functional and the def2-TZVPD basis
C 1.817 0.789 0.113
C 1.369 -0.460 -0.589
Cl 2.652 -1.273 -1.435
C 0.130 -0.957 -0.616
Cl -0.216 -2.423 -1.478
C -1.102 -0.391 0.050
N -0.788 0.148 1.379
I -0.416 -1.326 2.773
C -1.765 0.809 -0.777
O -2.943 0.587 -1.085
O -1.007 1.764 -0.992
H 2.904 0.831 0.149
H 1.417 0.818 1.123
H 1.425 1.652 -0.420
H -1.850 -1.181 0.090
H -1.627 0.613 1.714
```